# 1
The following is a quantum chemistry calculation of C20H22F3N7O6S in the gas phase at a distorted geometry, from OMol25.

## Properties
- gap between HOMO and LUMO (eV) = 7.50
- strongest force on any atom (eV/A) = 3.94
- energy (eV) = -62790.987

Positions of all 59 atoms, in Å:
O (-0.58967, 2.27689, 3.73970)
S (-0.10735, 0.96579, 3.36618)
O (0.45236, 0.04575, 4.33504)
C (-1.59329, 0.05879, 2.60213)
F (-2.52382, -0.06940, 3.56648)
F (-2.11099, 0.76637, 1.57327)
F (-1.24940, -1.16860, 2.15426)
C (1.11657, 1.17551, 2.08938)
C (2.52045, 0.55093, 2.22987)
C (3.01861, 0.34012, 0.83176)
N (3.83410, -0.66004, 0.35639)
O (4.26407, -1.71993, 0.78452)
O (3.99762, -0.37176, -1.08183)
N (3.29718, 0.72733, -1.44911)
C (2.68587, 1.13430, -0.26093)
C (1.65174, 2.11451, -0.11877)
N (1.41629, 3.15725, -1.07283)
O (2.12991, 3.22025, -2.09649)
O (0.51790, 3.99988, -0.82768)
C (0.83549, 2.03265, 1.05718)
H (2.53766, -0.40625, 2.79304)
H (-0.06844, 2.65834, 1.11033)
C (4.83567, -2.11073, 6.41044)
C (5.98726, -1.45294, 5.66495)
N (6.00582, 0.00685, 5.82737)
C (7.15246, 0.50806, 6.55019)
C (6.92212, 1.89611, 7.10224)
N (6.20772, 2.73716, 6.17249)
C (6.47239, 4.14955, 6.28807)
C (5.29536, 4.98145, 5.83439)
N (4.65111, 4.43741, 4.65735)
C (3.82636, 5.40878, 3.92865)
C (4.34763, 5.69307, 2.52718)
C (4.52831, 3.08426, 4.45697)
C (3.64140, 2.51853, 3.51455)
N (3.55401, 1.19775, 3.37638)
C (4.27736, 0.35018, 4.14031)
C (5.19802, 0.83230, 5.08639)
C (5.33470, 2.23381, 5.26326)
H (4.89775, -3.19258, 6.25999)
H (4.90672, -1.91291, 7.48675)
H (3.85862, -1.76342, 6.05518)
H (6.94306, -1.81403, 6.07292)
H (5.94352, -1.70438, 4.59584)
H (7.34586, -0.19351, 7.37819)
H (8.04852, 0.53276, 5.89528)
H (6.36103, 1.82453, 8.05216)
H (7.88592, 2.37210, 7.30984)
H (6.69036, 4.36259, 7.34014)
H (7.36354, 4.41545, 5.69050)
H (4.57436, 5.06243, 6.67587)
H (5.64089, 5.99741, 5.57815)
H (2.78630, 5.05430, 3.88897)
H (3.85921, 6.33582, 4.52194)
H (3.68967, 6.42914, 2.05462)
H (5.35794, 6.11852, 2.56776)
H (4.37114, 4.79439, 1.89942)
H (3.00251, 3.12630, 2.88127)
H (4.15108, -0.71101, 3.95907)

Charges obtained by Mulliken population analysis, quoted in units of e:
1 O -0.6261
2 S 1.2270
3 O -0.6508
4 C 0.7045
5 F -0.2044
6 F -0.2182
7 F -0.2236
8 C -0.3214
9 C -0.6795
10 C -0.2293
11 N 0.7542
12 O -0.7324
13 O -0.2178
14 N -0.4906
15 C 1.2050
16 C -1.2315
17 N 0.9440
18 O -0.6191
19 O -0.6557
20 C -0.1236
21 H 0.5821
22 H 0.6141
23 C -1.0101
24 C -0.9673
25 N 0.0749
26 C -0.7399
27 C -0.8024
28 N -0.1889
29 C -0.7853
30 C -0.7342
31 N 0.0731
32 C -0.9472
33 C -0.9855
34 C -0.0573
35 C -0.5933
36 N 0.0534
37 C -0.5974
38 C 0.0674
39 C 1.5184
40 H 0.3702
41 H 0.3242
42 H 0.2929
43 H 0.4845
44 H 0.4632
45 H 0.4778
46 H 0.2830
47 H 0.3001
48 H 0.4706
49 H 0.4726
50 H 0.2955
51 H 0.2756
52 H 0.4577
53 H 0.4361
54 H 0.4879
55 H 0.3732
56 H 0.3244
57 H 0.2695
58 H 0.5513
59 H 0.4043

# 2
The following is a quantum chemistry calculation of C20H22FN3O2 in the gas phase at a distorted geometry, from OMol25.

## Properties
- ΔE to the lowest compared entry with this formula, charge and spin (eV) = 6.423
- gap between HOMO and LUMO (eV) = 9.23
- strongest force on any atom (eV/A) = 5.06
- energy (eV) = -32375.298

Positions of all 48 atoms, in Å:
O (2.41431, -0.05431, -1.66793)
F (0.36138, -6.91991, 3.18050)
N (-0.30596, -2.88345, 0.41357)
O (-1.97447, -4.40185, -0.36030)
C (1.29260, -0.03272, -1.19250)
C (0.53412, -1.86342, 0.07799)
C (-1.07163, -3.43123, -0.50975)
C (-1.08380, -2.85255, -1.71279)
C (-3.16666, -6.28728, 2.58684)
C (-1.97319, -6.69285, 3.14536)
C (-3.18911, -5.49105, 1.40997)
C (-0.73624, -5.55434, 1.41508)
C (-0.39432, -1.65874, -2.01588)
C (-0.69762, -6.45364, 2.46538)
C (-1.97831, -5.05675, 0.86800)
C (0.54413, -1.21174, -1.05787)
N (0.73489, 1.21107, -0.97354)
N (0.57527, 4.44995, -0.81804)
C (1.27202, 2.24816, -1.91709)
C (0.67662, 3.67708, -2.02844)
C (-0.33531, 1.40685, -0.11763)
C (-0.37854, 3.88170, 0.18344)
C (-0.03404, 2.57408, 0.90344)
C (2.67366, 5.84928, -0.61168)
C (2.10583, 5.75021, 0.78710)
C (1.84754, 4.65561, -0.18953)
H (1.09665, -1.43798, 0.87888)
H (-1.60346, -3.31793, -2.51156)
H (-4.14236, -6.55142, 3.01097)
H (-2.02025, -7.38377, 3.91614)
H (-4.13338, -5.27042, 0.94632)
H (0.18969, -5.31728, 0.86614)
H (-0.57651, -1.05353, -2.88343)
H (1.20731, 1.71788, -2.97776)
H (2.36134, 2.38333, -1.75014)
H (1.06180, 4.17562, -2.90939)
H (-0.30980, 3.56947, -2.52008)
H (-1.28958, 1.67221, -0.71278)
H (-0.46503, 0.54583, 0.39346)
H (-1.35610, 3.86563, -0.30927)
H (-0.67332, 4.58903, 0.99812)
H (0.99155, 2.54011, 1.17631)
H (-0.56980, 2.32428, 1.76786)
H (3.66305, 5.66633, -0.85471)
H (2.37390, 6.52689, -1.34288)
H (1.22053, 6.38228, 0.93886)
H (2.87908, 5.78920, 1.55446)
H (2.38152, 3.72605, 0.06077)

Charges obtained by Mulliken population analysis, quoted in units of e:
1 O -0.6280
2 F -0.2889
3 N -0.4507
4 O -0.3775
5 C 0.2349
6 C -0.5203
7 C 0.6454
8 C -0.6659
9 C -0.3766
10 C -0.5405
11 C -0.5491
12 C -0.1086
13 C -0.4824
14 C 0.0951
15 C 0.4494
16 C 0.2869
17 N 0.3953
18 N 0.1520
19 C -0.5755
20 C -1.2083
21 C -0.6816
22 C -0.9956
23 C -0.8580
24 C -0.8622
25 C -0.5833
26 C 0.1052
27 H 0.5199
28 H 0.4495
29 H 0.3336
30 H 0.4287
31 H 0.4226
32 H 0.3554
33 H 0.4982
34 H 0.3764
35 H 0.3019
36 H 0.4082
37 H 0.4381
38 H 0.1885
39 H 0.6773
40 H 0.5041
41 H 0.3046
42 H 0.3874
43 H 0.4698
44 H 0.2694
45 H 0.2776
46 H 0.2432
47 H 0.2922
48 H 0.2421

# 3
The following is a quantum chemistry calculation of a 2-piece molecular cluster, C20H22FN3O3S overall at a distorted geometry, from OMol25.

## Properties
- ΔE to the lowest compared entry with this formula, charge and spin (eV) = 1.433
- gap between HOMO and LUMO (eV) = 8.20
- strongest force on any atom (eV/A) = 1.79
- energy (eV) = -45263.583

Positions of all 50 atoms, in Å:
O (-2.65914, -0.84442, -0.70103)
O (0.67324, -4.09263, 1.54436)
F (2.10102, 2.98300, -3.57087)
N (-0.68201, 1.76841, -0.58912)
O (1.17695, 2.54667, 4.59592)
S (1.76936, 2.61153, -0.68920)
C (-1.80664, -1.37829, -0.00876)
C (0.33588, -3.62116, 0.46322)
C (0.26145, 2.08073, -1.45225)
C (-0.61304, 1.76040, -5.66412)
C (-1.51765, 1.29536, -4.71098)
C (0.59635, 2.31844, -5.24670)
C (-1.06122, 1.68577, 1.82997)
C (-0.53968, 1.89507, 3.11377)
C (1.56060, 2.61699, 2.15347)
C (-1.21587, 1.39635, -3.35030)
C (0.91138, 2.42230, -3.88668)
C (-0.26440, 1.94649, 0.71729)
C (0.76764, 2.36765, 3.29518)
C (1.03252, 2.40342, 0.87574)
C (0.00019, 1.96412, -2.90859)
N (-0.35562, -4.33936, -0.43218)
N (-0.54659, -1.43560, -0.44724)
C (2.41065, 3.23895, 4.83011)
C (-2.21864, -1.98944, 1.31734)
C (-0.76412, -5.72731, -0.22842)
C (1.29422, -1.31743, 1.21263)
C (0.61826, -2.14441, 0.10644)
H (-0.85031, 1.68988, -6.72211)
H (-2.46330, 0.85959, -5.02070)
H (1.30517, 2.68472, -5.98238)
H (-2.07430, 1.32364, 1.68327)
H (-1.15429, 1.69564, 3.98561)
H (2.58098, 2.97089, 2.23524)
H (-1.94953, 1.03389, -2.63155)
H (-0.64609, -3.87732, -1.28021)
H (-0.38875, -0.87491, -1.26966)
H (3.26072, 2.65082, 4.46990)
H (2.41151, 4.21529, 4.33521)
H (2.53988, 3.40214, 5.90393)
H (-1.52728, -1.69708, 2.10231)
H (-3.21257, -1.62555, 1.57274)
H (-2.25029, -3.07232, 1.23045)
H (-1.23208, -6.12111, -1.13119)
H (-1.47304, -5.78183, 0.59994)
H (0.10714, -6.33631, 0.02080)
H (2.19966, -1.82656, 1.54545)
H (0.63269, -1.18916, 2.06708)
H (1.57418, -0.34109, 0.82133)
H (1.34481, -2.19483, -0.70446)

Charges obtained by Mulliken population analysis, quoted in units of e:
1 O -0.6447
2 O -0.6697
3 F -0.2925
4 N -0.3196
5 O -0.4287
6 S -0.3070
7 C 0.7398
8 C -0.0149
9 C 0.1857
10 C -0.3939
11 C -0.7263
12 C -0.5598
13 C -0.4696
14 C -0.7426
15 C -0.1625
16 C -0.2335
17 C 0.3702
18 C -0.6446
19 C 0.5562
20 C 0.5086
21 C 0.4732
22 N -0.0946
23 N 0.0019
24 C -0.8119
25 C -1.1593
26 C -0.9064
27 C -0.9503
28 C 0.2538
29 H 0.3807
30 H 0.4038
31 H 0.4255
32 H 0.5648
33 H 0.4200
34 H 0.4116
35 H 0.4662
36 H 0.2983
37 H 0.2253
38 H 0.3048
39 H 0.3412
40 H 0.2448
41 H 0.2512
42 H 0.3742
43 H 0.2778
44 H 0.3543
45 H 0.2797
46 H 0.2870
47 H 0.4713
48 H 0.1289
49 H 0.2076
50 H 0.3238

Q: Which value of gap between HOMO and LUMO does entry 2 give?
A: 9.23 eV

Q: The lowest gap between HOMO and LUMO belongs to which entry?
A: C20H22F3N7O6S